Record 1
The molecule C6H6O in a non-equilibrium geometry, computed with the ωB97M-V functional and the def2-TZVPD basis.

E_LUMO = 0.84 eV
F_max = 3.249 eV/Å
SMILES = Oc1ccccc1
electronic energy = -307.4150 Eh
ΔE to the lowest compared entry with this formula, charge and spin = 1.317 eV
HOMO = -8.2 eV

Positions of all 13 atoms, in Å:
1 C 0.24 -1.27 1.08
2 C -0.63 -0.19 1.30
3 C -1.02 0.65 0.26
4 C -0.08 0.79 -0.79
5 O -0.03 1.92 -1.53
6 C 0.78 -0.28 -1.01
7 C 1.18 -1.09 0.06
8 H 0.09 -2.20 1.61
9 H -1.17 -0.06 2.23
10 H -1.82 1.37 0.34
11 H -0.87 2.39 -1.47
12 H 1.36 -0.24 -1.92
13 H 1.98 -1.80 -0.15


Record 2
The molecule C2HClN2O2 in a non-equilibrium geometry, computed with the ωB97M-V functional and the def2-TZVPD basis.

E_LUMO = 0.53 eV
F_max = 7.349 eV/Å
SMILES = O=c1[nH]nc(Cl)o1
electronic energy = -796.9500 Eh
ΔE to the lowest compared entry with this formula, charge and spin = 1.251 eV
HOMO = -9.7 eV

Positions of all 8 atoms, in Å:
1 C 1.25 -0.20 -0.02
2 C -1.03 -0.52 0.11
3 H -1.26 1.56 0.01
4 N 0.72 1.00 -0.09
5 N -0.65 0.81 0.11
6 O -2.19 -0.98 -0.28
7 O 0.31 -1.16 0.25
8 Cl 2.85 -0.50 -0.09


Number 1: orbital gap 9.0 eV. Number 2: orbital gap 10.3 eV.